The following is a quantum chemistry calculation of C5H6N as an isolated structure, from the Open Molecules 2025 dataset.

Element x y z (Å)
C: -2.19 -0.66 0.28
C: -2.15 0.78 0.26
C: -0.91 0.85 -0.28
C: -0.36 -0.49 -0.52
C: 1.08 -0.72 0.30
N: -1.35 -1.50 0.00
H: -3.12 1.42 0.27
H: -0.20 1.60 -0.60
H: -0.25 -0.88 -1.65
H: 0.85 -0.30 1.25
H: 1.71 0.00 -0.13
H: 1.32 -1.84 0.31

## Properties
2S+1	1
largest force on an atom	0.0802	hartree/bohr
highest occupied orbital energy	-16.3	eV
net charge	+1



The following is a quantum chemistry calculation of the molecule C9H11NO, from the Open Molecules 2025 dataset.

Element x y z (Å)
C: -0.75 -0.36 1.47
C: -0.25 0.50 2.40
C: 0.61 1.50 2.04
C: 1.10 1.53 0.74
C: 0.60 0.68 -0.24
C: 1.25 0.69 -1.65
C: -0.37 -0.81 -2.39
C: -0.92 -1.17 -1.03
C: -0.37 -0.26 0.09
H: -2.05 -1.64 1.03
H: -0.77 0.50 3.43
H: 0.89 2.40 2.62
H: 1.77 2.42 0.48
H: 0.80 1.45 -2.29
H: 2.29 0.96 -1.62
H: 1.60 -1.22 -1.94
H: -0.82 0.03 -2.85
H: -0.44 -1.70 -3.05
H: -2.00 -1.30 -1.14
H: -0.61 -2.18 -0.85
N: 1.03 -0.51 -2.44
O: -1.67 -1.25 1.82

## Properties
2S+1	1
largest force on an atom	0.0691	hartree/bohr
highest occupied orbital energy	-8.4	eV



The following is a quantum chemistry calculation of C35H44B2CsF4N10O9PS4 as an isolated structure, from the Open Molecules 2025 dataset.

Element x y z (Å)
Cs: -0.35 -0.69 0.16
C: -2.57 4.29 0.94
C: -2.60 2.82 1.27
N: -1.65 2.19 1.84
O: -0.52 2.86 2.17
B: 0.45 1.95 2.86
F: 0.39 2.09 4.26
F: 1.73 2.30 2.41
O: 0.06 0.58 2.44
N: 0.40 -0.54 3.17
C: -0.61 -1.21 3.60
C: -0.32 -2.55 4.20
C: -2.04 -0.75 3.60
N: -2.89 -1.47 2.98
O: -4.17 -1.05 3.19
B: -5.13 -1.05 2.07
F: -6.38 -0.75 2.66
F: -5.21 -2.30 1.41
O: -4.85 -0.01 1.04
N: -3.75 0.76 1.33
C: -3.81 1.98 0.96
C: -4.99 2.59 0.26
C: -2.41 0.47 4.39
H: -1.59 4.69 1.16
H: -3.32 4.83 1.52
H: -2.80 4.45 -0.12
H: 0.75 -2.68 4.34
H: -0.70 -3.33 3.53
H: -0.84 -2.66 5.16
H: -5.82 1.89 0.29
H: -4.76 2.81 -0.78
H: -5.29 3.53 0.74
H: -1.54 0.91 4.87
H: -3.17 0.21 5.12
H: -2.85 1.19 3.70
C: 4.91 2.09 1.46
O: 5.76 0.93 1.62
C: 5.28 -0.25 1.28
C: 5.59 -1.33 2.04
C: 5.15 -2.64 1.70
C: 4.33 -2.87 0.62
C: 3.96 -1.80 -0.22
C: 3.02 -1.90 -1.28
N: 2.38 -2.99 -1.63
N: 2.12 -4.07 -1.03
C: 1.33 -4.05 0.14
O: 0.63 -3.12 0.46
C: 1.29 -5.35 0.87
C: 0.15 -5.62 1.62
C: 0.07 -6.79 2.35
C: 1.14 -7.69 2.35
C: 2.27 -7.42 1.60
C: 2.35 -6.25 0.85
C: 4.55 -0.45 -0.01
O: 4.49 0.41 -0.86
H: 5.54 2.95 1.67
H: 4.09 2.05 2.17
H: 4.51 2.16 0.45
H: 6.19 -1.17 2.93
H: 5.43 -3.47 2.34
H: 3.95 -3.86 0.41
H: 2.92 -1.04 -1.94
H: -0.67 -4.90 1.62
H: -0.82 -7.01 2.93
H: 1.08 -8.60 2.93
H: 3.10 -8.12 1.58
H: 3.22 -6.05 0.25
N: -2.71 -3.64 1.10
C: -3.02 -3.55 -0.23
N: -2.63 -2.63 -1.06
C: -3.08 -2.89 -2.34
C: -3.77 -4.05 -2.49
S: -3.92 -4.85 -0.97
C: -2.84 -1.94 -3.45
C: -3.39 -2.08 -4.68
S: -2.90 -0.78 -5.70
C: -1.98 -0.12 -4.36
N: -2.03 -0.83 -3.27
N: -1.33 1.07 -4.50
H: -2.62 -2.74 1.61
H: -3.35 -4.22 1.62
H: -4.20 -4.47 -3.38
H: -4.06 -2.85 -5.04
H: -1.16 1.40 -5.43
H: -0.56 1.25 -3.85
C: 2.30 4.40 -0.59
C: 3.03 4.60 -1.90
C: 4.25 3.71 -2.05
O: 2.07 4.47 -2.98
P: 1.74 3.18 -3.89
S: 3.03 2.91 -5.34
S: 1.30 1.62 -2.74
O: 0.39 3.75 -4.58
C: -0.69 4.51 -4.01
C: -1.11 4.10 -2.62
C: -0.35 5.99 -4.09
H: 2.99 4.54 0.25
H: 1.89 3.39 -0.53
H: 1.48 5.11 -0.48
H: 3.35 5.64 -1.98
H: 3.98 2.66 -1.93
H: 4.97 3.98 -1.27
H: 4.71 3.84 -3.03
H: -1.52 4.31 -4.70
H: -0.30 4.22 -1.90
H: -1.43 3.05 -2.59
H: -1.95 4.73 -2.30
H: 0.43 6.24 -3.37
H: -1.24 6.59 -3.87
H: 0.01 6.24 -5.09

## Properties
2S+1	1
largest force on an atom	0.0479	hartree/bohr
highest occupied orbital energy	-2.9	eV
net charge	-2



The following is a quantum chemistry calculation of the molecule C7H15N, from the Open Molecules 2025 dataset.

Element x y z (Å)
C: 1.79 1.05 -1.11
C: 1.92 -0.47 -0.82
C: 0.48 -1.03 -0.67
C: -0.07 -0.94 0.80
C: -1.56 -0.95 0.81
C: -2.16 0.13 1.32
C: -3.60 0.47 1.36
N: 3.03 1.66 -1.69
H: 1.05 1.23 -1.88
H: 1.36 1.63 -0.29
H: 2.47 -0.58 0.12
H: 2.42 -0.99 -1.62
H: 0.58 -2.10 -0.90
H: -0.24 -0.55 -1.32
H: 0.49 -0.08 1.19
H: 0.40 -1.78 1.36
H: -1.91 -1.90 0.41
H: -1.50 0.75 1.92
H: -3.84 1.35 0.74
H: -4.28 -0.36 1.16
H: -3.89 0.80 2.38
H: 3.72 1.73 -0.94
H: 3.35 0.93 -2.32

## Properties
2S+1	1
largest force on an atom	0.0471	hartree/bohr
highest occupied orbital energy	-9.1	eV



no.,gap between HOMO and LUMO (eV)
1,8.91
2,9.12
3,3.84
4,10.29